[1]
{"formula": "C5H16N3", "method": "ωB97M-V/def2-TZVPD", "symbols": ["N", "C", "N", "C", "C", "C", "C", "N", "H", "H", "H", "H", "H", "H", "H", "H", "H", "H", "H", "H", "H", "H", "H", "H"], "coordinates": [[-1.23259, -0.68461, 3.58080], [-2.00713, -0.53705, 2.34957], [-1.26634, 0.12880, 1.26793], [-1.31350, -0.57071, 0.01698], [-0.32364, 0.00276, -0.98464], [1.15313, -0.24827, -0.65794], [2.14187, 0.04955, -1.75174], [1.77338, 1.35335, -2.46531], [-0.26415, -0.45285, 3.42377], [-1.51790, -0.00953, 4.27767], [-2.34704, -1.52694, 2.03482], [-2.87824, 0.07351, 2.59766], [-0.33949, 0.36445, 1.58346], [-1.15376, -1.65575, 0.07785], [-2.26907, -0.45434, -0.49640], [-0.52742, 1.09020, -1.00597], [-0.51139, -0.26573, -2.01859], [1.39941, 0.20567, 0.28467], [1.23236, -1.30632, -0.38341], [2.12819, -0.71103, -2.52780], [3.12918, 0.18849, -1.35534], [1.14230, 1.15699, -3.24473], [1.25345, 1.95145, -1.81915], [2.59840, 1.85790, -2.78416]], "forces_ev_per_a": [[0.055, 0.398, -0.018], [-0.031, 0.465, 0.607], [-0.416, -0.177, 0.246], [0.311, -0.284, -1.291], [0.582, 1.384, -0.179], [-0.897, -1.056, 0.597], [-0.461, 0.160, -0.207], [-0.214, -0.162, 0.405], [0.361, -0.346, -0.103], [-0.262, -0.051, 0.032], [0.031, 0.048, -0.239], [-0.181, -0.239, -0.137], [0.162, -0.131, -0.100], [0.079, -0.090, 0.266], [-0.369, 0.053, 0.469], [0.107, -0.078, 0.223], [-0.356, -0.768, -0.145], [0.389, 0.779, 0.259], [0.213, -0.087, -0.418], [0.164, -0.048, 0.028], [0.517, -0.056, 0.008], [0.177, 0.166, -0.058], [0.081, 0.117, -0.020], [-0.039, 0.003, -0.225]], "total_charge": 1, "energy_ev": -9907.5947, "homo_lumo_gap_ev": 7.7, "homo_ev": -11.460, "e_above_lowest_kcal_mol": 48.92}

---

[2]
{"formula": "C13H21BN6OOs", "method": "ωB97M-V/def2-TZVPD", "symbols": ["H", "N", "B", "N", "C", "Os", "H", "C", "H", "C", "H", "C", "H", "H", "H", "N", "N", "N", "N", "C", "C", "H", "H", "C", "C", "C", "C", "H", "H", "H", "H", "H", "C", "C", "C", "O", "H", "H", "H", "H", "H", "H", "H"], "coordinates": [[1.05492, 3.58280, 0.50999], [0.93541, 1.88137, -0.78128], [0.08849, 0.54546, -2.93587], [0.56811, 1.80676, -2.13800], [0.92513, 2.96900, -2.71195], [2.25000, 0.82488, 0.38173], [0.94017, 3.08018, -3.79154], [1.20588, 3.89559, -1.72205], [1.43090, 4.94190, -1.85926], [1.07009, 3.22575, -0.50976], [0.33740, 0.71753, -4.09845], [-2.38329, -3.14159, 2.39666], [-1.90808, -3.70942, 3.19837], [-1.60694, -2.75750, 1.73310], [-3.02430, -3.81501, 1.82448], [-1.45560, 0.09900, -3.02678], [1.05807, -0.50931, -2.33712], [-2.14053, -0.18772, -1.85861], [1.48632, -0.59074, -1.01486], [-2.31007, -0.09045, -4.09446], [1.75552, -1.39178, -3.07620], [-2.03628, 0.06982, -5.13404], [1.66773, -1.37804, -4.15990], [-3.53698, -0.50846, -3.57961], [2.49150, -2.20054, -2.21818], [-3.37677, -0.55342, -2.16262], [2.26503, -1.71918, -0.93092], [-4.44958, -0.77040, -4.06202], [3.09392, -3.05842, -2.47871], [-4.10778, -0.83266, -1.40618], [2.57841, -2.06032, 0.05039], [-2.92640, -2.35661, 2.78411], [0.47363, 0.87565, 2.42699], [1.95588, 1.26675, 2.34235], [2.74252, 0.60438, 3.48004], [3.94631, 0.70813, 0.06567], [0.28165, -0.01937, 3.06675], [0.11358, 0.71352, 1.39256], [-0.12947, 1.69898, 2.82366], [2.10961, 2.35350, 2.44456], [2.51689, -0.46280, 3.56730], [3.82494, 0.69387, 3.35149], [2.45764, 1.07203, 4.43676]], "forces_ev_per_a": [[0.402, 0.041, -0.048], [-2.425, 1.396, 0.041], [1.166, -0.189, -0.227], [1.256, 0.020, 0.070], [-0.787, -0.248, 0.402], [1.340, 0.572, -0.407], [-0.324, 0.026, 0.251], [-0.100, 0.762, 0.806], [-0.066, -0.073, -0.009], [0.842, -0.356, -1.494], [0.173, 0.075, 0.167], [1.323, -1.841, -0.932], [-0.083, 0.080, -0.062], [0.028, -0.006, -0.017], [0.019, 0.106, 0.104], [-1.248, 0.024, -1.668], [0.931, 0.091, -0.064], [-1.143, -0.414, 0.622], [-0.560, -2.667, -0.708], [3.799, 1.110, 1.181], [-0.460, -0.229, 0.781], [0.151, 0.020, 0.309], [-0.073, -0.244, 0.345], [-1.473, -0.645, 2.094], [0.279, -0.602, 0.317], [0.914, 0.300, -0.269], [-0.591, 0.991, -1.307], [-0.280, -0.024, -0.679], [-0.037, 0.160, -0.054], [0.312, 0.114, -0.222], [0.258, -0.026, -0.317], [-1.274, 1.682, 0.894], [-0.045, -0.124, -0.108], [0.052, -0.054, 1.876], [0.549, -0.269, -0.277], [-2.311, -0.001, 0.324], [0.321, 0.559, -0.838], [-0.766, -0.320, 0.144], [0.088, -0.018, -0.218], [0.012, -0.012, -0.434], [-0.071, 0.112, -0.093], [-0.152, 0.175, 0.088], [0.057, -0.053, -0.365]], "s2": 6.0270, "total_charge": 2, "multiplicity": 5, "energy_ev": -27931.6207, "homo_lumo_gap_ev": [7.2, 5.5], "homo_ev": [-15.274, -15.915], "e_above_lowest_kcal_mol": 99.64}

---

[3]
{"formula": "C17H21N4O5S3Ti", "method": "ωB97M-V/def2-TZVPD", "symbols": ["Ti", "C", "C", "N", "C", "S", "N", "N", "C", "C", "C", "C", "C", "C", "C", "N", "H", "H", "H", "H", "H", "H", "H", "H", "H", "H", "H", "H", "H", "O", "S", "O", "O", "O", "C", "S", "O", "C", "C", "C", "C", "C", "C", "H", "H", "H", "H", "H", "H", "H", "H"], "coordinates": [[0.92155, -0.17927, 0.17270], [1.34953, -4.53112, 4.44729], [1.16413, -4.67310, 2.94128], [1.94936, -3.72195, 2.18091], [1.46792, -2.45586, 1.92506], [2.68513, -1.24685, 1.52013], [0.19097, -2.23886, 2.02448], [-0.10823, -0.95008, 1.59643], [-0.94666, -0.12153, 2.30956], [-1.93747, -0.65400, 3.29637], [-0.69174, 1.20114, 2.06321], [-1.46089, 2.30905, 2.59449], [-1.07778, 3.58441, 2.38379], [0.10756, 3.85985, 1.60958], [0.78233, 2.80382, 1.08915], [0.44458, 1.50008, 1.26031], [0.70845, -5.23042, 4.99008], [1.09691, -3.51709, 4.76109], [2.38388, -4.72801, 4.73948], [0.12225, -4.50333, 2.67888], [1.42161, -5.68418, 2.61403], [2.94970, -3.74603, 2.28899], [-1.79152, -1.72777, 3.40392], [-2.97386, -0.48870, 2.98373], [-1.81361, -0.19517, 4.28070], [-2.34690, 2.08196, 3.17540], [-1.65455, 4.40513, 2.79496], [0.44825, 4.86940, 1.43191], [1.66092, 2.95657, 0.47007], [1.68066, -0.61926, -3.43071], [2.18498, -0.66933, -2.07969], [3.56478, -1.03390, -1.93382], [1.26660, -1.54911, -1.20543], [1.92306, 0.69277, -1.35742], [-2.42155, 2.26565, -1.66986], [-0.72749, 1.71149, -1.68533], [-0.85139, 0.35422, -0.99309], [-0.53586, 1.41407, -3.42371], [0.40269, 2.17256, -4.09446], [0.57189, 1.97080, -5.45903], [-0.17777, 1.00922, -6.11395], [-1.10150, 0.23584, -5.41731], [-1.28481, 0.43743, -4.06210], [-3.05586, 1.39900, -1.85605], [-2.56648, 3.03308, -2.42861], [-2.61623, 2.66706, -0.67582], [1.02220, 2.87492, -3.55210], [1.31599, 2.54293, -5.99752], [-0.02620, 0.83926, -7.17262], [-1.66008, -0.53787, -5.92770], [-1.95949, -0.18891, -3.49166]], "forces_ev_per_a": [[0.156, -0.158, -0.181], [-0.017, 0.011, 0.067], [0.011, -0.016, -0.053], [-0.134, 0.130, 0.017], [0.359, -0.024, 0.236], [-0.105, -0.202, 0.103], [-0.256, 0.295, 0.137], [-0.660, -0.031, 0.625], [0.443, -1.057, -0.180], [-0.097, -0.020, 0.035], [0.251, 1.236, -0.096], [0.060, -0.681, -0.057], [0.462, 0.362, -0.275], [-0.494, 0.039, 0.348], [0.226, -0.441, -0.114], [-0.800, 0.489, 0.361], [0.001, 0.002, -0.008], [-0.015, -0.006, -0.016], [0.000, 0.004, -0.024], [-0.007, -0.009, -0.026], [0.046, 0.007, 0.028], [0.009, -0.052, -0.016], [0.034, 0.015, -0.017], [0.021, 0.029, -0.035], [-0.002, 0.013, -0.005], [-0.009, 0.012, -0.019], [-0.009, -0.015, -0.002], [-0.006, 0.004, 0.010], [-0.011, -0.005, -0.018], [0.036, 0.012, -0.069], [-0.412, 0.333, -0.045], [0.112, -0.105, -0.074], [0.398, -0.066, -0.442], [0.469, -0.148, -0.361], [-0.213, 0.034, -0.008], [0.226, -0.326, 0.298], [0.032, 0.376, -0.094], [-0.215, -0.039, 0.081], [0.022, -0.024, -0.158], [0.039, 0.048, 0.089], [-0.043, -0.046, -0.021], [0.033, 0.036, 0.009], [0.041, -0.056, -0.031], [-0.015, 0.047, -0.052], [0.017, 0.014, 0.020], [0.015, -0.037, 0.016], [-0.014, 0.004, 0.019], [-0.003, -0.008, -0.008], [0.001, -0.003, 0.004], [0.008, 0.002, -0.011], [0.008, 0.018, 0.018]], "total_charge": -1, "energy_ev": -89792.8302, "homo_lumo_gap_ev": [5.5, 5.8], "homo_ev": [-3.063, -3.423], "e_above_lowest_kcal_mol": 19.06}